{"formula": "C16H34OP2Tc", "method": "ωB97M-V/def2-TZVPD", "elements": ["P", "P", "C", "C", "H", "H", "H", "H", "C", "H", "H", "H", "C", "H", "H", "H", "C", "H", "H", "H", "C", "H", "H", "H", "Tc", "C", "C", "C", "C", "C", "C", "C", "C", "C", "H", "H", "H", "H", "H", "H", "H", "H", "H", "H", "H", "H", "H", "H", "H", "C", "O", "H", "H", "H"], "xyz": [[0.50730, -2.42810, -2.41581], [0.27977, 2.76980, -1.24969], [1.34275, 0.66679, -3.15000], [1.37424, 2.07703, -2.60289], [1.86100, 0.81585, -4.13635], [1.98331, 0.00818, -2.53702], [2.38999, 2.23344, -2.20311], [1.18778, 2.73505, -3.45305], [-0.93682, 3.81309, -2.19877], [-1.06486, 4.72787, -1.61373], [-1.87054, 3.24411, -2.20833], [-0.64668, 4.06299, -3.22938], [1.42621, 4.03207, -0.59130], [1.55374, 4.89373, -1.26454], [2.38110, 3.52077, -0.39692], [0.93927, 4.32202, 0.35176], [-0.54255, -3.84598, -2.84564], [-0.33972, -4.68745, -2.17040], [-0.35664, -4.13652, -3.88420], [-1.59517, -3.53638, -2.76523], [2.22452, -2.81127, -2.87980], [2.85163, -1.91188, -2.82754], [2.27427, -3.17922, -3.90652], [2.61082, -3.56845, -2.18795], [-0.46863, -0.18704, -3.84509], [-0.09014, 1.16265, -5.38668], [-1.44630, 1.22600, -4.92699], [-2.50944, 0.55444, -5.77594], [-2.07779, -0.88987, -6.15456], [-1.24377, -1.57272, -5.10369], [0.19764, -1.63081, -5.12057], [1.00692, -1.01022, -6.19987], [0.51922, 0.40900, -6.55635], [0.54733, -2.51470, -0.60946], [0.40980, 2.11740, -5.20786], [-1.75072, 2.16622, -4.43568], [-2.72106, 1.14322, -6.68778], [-3.45391, 0.47346, -5.20608], [-2.99748, -1.46848, -6.30038], [-1.57648, -0.92491, -7.12734], [-1.67335, -2.46175, -4.65045], [0.58838, -2.61142, -4.85026], [1.02802, -1.66754, -7.08751], [2.05293, -0.91948, -5.86601], [1.41077, 0.98174, -6.85432], [-0.11231, 0.40451, -7.45276], [1.26872, -1.78245, -0.22632], [0.84091, -3.52778, -0.27431], [-0.44176, -2.26404, -0.21262], [-1.42557, 0.24653, -0.81654], [-1.47909, -0.10354, -2.18967], [-2.01975, 1.16183, -0.64290], [-0.40499, 0.44345, -0.42174], [-1.89861, -0.55117, -0.21828]], "atomic_forces_ev_per_a": [[-0.1, 0.6, -0.5], [1.2, 2.1, -2.8], [1.8, -0.9, -0.9], [-0.3, -0.8, 0.5], [-0.1, -0.6, 0.9], [-0.5, 0.2, -0.2], [-0.3, 0.1, -0.2], [-0.1, 0.5, 0.4], [-0.6, -0.8, 1.0], [-0.2, -0.1, -0.1], [-0.2, 0.4, -0.2], [0.3, -0.3, 0.4], [-0.4, -0.9, 1.1], [-0.2, -0.4, 0.1], [-0.3, 0.4, 0.2], [0.6, 0.4, -0.1], [0.0, -0.1, -0.1], [-0.1, 0.1, -0.3], [-0.1, -0.2, 0.2], [0.3, -0.2, 0.2], [0.0, -0.2, 0.1], [-0.2, -0.2, 0.1], [0.1, -0.1, 0.2], [0.1, 0.1, -0.3], [-0.4, 1.5, 7.9], [-0.8, 1.5, -0.3], [-0.7, 0.6, -2.4], [-0.7, -0.3, 0.3], [-0.8, 0.3, -0.6], [1.8, -1.9, -2.4], [-1.1, -3.2, -3.1], [0.7, 0.9, -0.2], [0.6, 0.4, -0.9], [0.0, 0.2, 0.4], [0.3, -0.4, 0.3], [0.2, -0.6, 0.0], [0.1, -0.2, 0.4], [0.4, 0.2, -0.3], [0.2, 0.0, 0.2], [0.0, 0.1, 0.3], [-0.2, 0.4, 0.6], [0.0, 0.5, 0.3], [-0.1, 0.1, 0.3], [-0.3, -0.2, -0.1], [-0.3, -0.1, 0.0], [-0.1, 0.1, 0.4], [-0.1, -0.2, 0.0], [-0.1, 0.5, -0.2], [0.2, -0.2, 0.0], [-0.7, 0.2, -0.3], [0.9, 1.1, 0.3], [0.0, -0.2, 0.0], [-0.2, -0.5, -0.3], [0.3, 0.3, -0.1]], "lowdin_charge": [0.83, 1.12, -0.28, -0.36, 0.09, 0.04, 0.10, 0.08, -0.20, 0.06, 0.04, 0.07, -0.22, 0.09, 0.06, 0.06, -0.23, 0.07, 0.05, 0.06, -0.23, 0.05, 0.05, 0.07, 1.44, -0.29, -0.31, -0.16, -0.15, -0.24, -0.36, -0.16, -0.16, -0.24, 0.10, 0.11, 0.14, 0.12, 0.13, 0.12, 0.11, 0.06, 0.15, 0.12, 0.13, 0.12, 0.06, 0.08, 0.04, -0.22, -0.42, 0.08, 0.05, 0.10], "gap_ev": [6.89, 4.44], "lumo_ev": [-7.69, -9.97], "e_homo_ev": [-14.57, -14.40], "e_above_lowest_ev": 1.409, "spin_multiplicity": 4, "total_charge": 2}